1.
A structure of composition C23H46BeCl2F2MgNNaO3, computed with the ωB97M-V functional and the def2-TZVPD basis.

Calculated values
Orbital gap   1.70 eV
Total charge   +2
HOMO energy   -10.7 eV

Atoms and positions in Å:
N  4.931  -2.912  1.301
C  4.395  -2.382  0.065
C  4.159  -0.853  0.107
O  3.257  -0.347  -0.873
C  1.946  -0.830  -0.633
C  0.822  0.157  -0.941
C  0.249  0.723  0.404
C  -1.290  0.682  0.562
C  -1.951  -0.774  0.614
C  -3.379  -0.852  0.269
C  -4.058  -2.063  0.314
C  -3.396  -3.251  0.735
C  -2.042  -3.200  1.039
C  -1.301  -1.973  0.985
H  5.073  -2.172  1.988
H  5.858  -3.277  1.089
H  3.483  -2.987  -0.178
H  5.156  -2.600  -0.778
H  3.908  -0.481  1.120
H  5.128  -0.391  -0.135
H  1.945  -1.162  0.423
H  1.747  -1.732  -1.242
H  0.013  -0.312  -1.516
H  1.203  1.007  -1.519
H  0.518  1.789  0.417
H  0.695  0.286  1.305
H  -1.768  1.266  -0.235
H  -1.532  1.208  1.528
H  -3.897  0.063  -0.031
H  -5.112  -2.061  0.031
H  -3.963  -4.180  0.796
H  -1.546  -4.118  1.349
H  -0.243  -1.973  1.246
C  -6.379  -1.875  -3.095
C  -6.425  -0.404  -2.728
C  -6.854  0.446  -3.912
O  -5.124  0.015  -2.274
H  -5.654  -2.051  -3.896
H  -6.059  -2.473  -2.233
H  -7.352  -2.239  -3.425
H  -7.116  -0.252  -1.897
H  -6.145  0.339  -4.739
H  -6.872  1.501  -3.641
H  -7.844  0.160  -4.264
H  -4.506  -0.112  -3.004
Na  -3.166  0.110  2.576
C  0.550  -4.342  -1.350
O  1.808  -3.998  -1.439
H  0.315  -5.164  -0.639
H  -0.151  -3.529  -1.026
H  0.051  -4.715  -2.279
Be  -3.255  -3.248  -1.648
C  -8.728  2.884  -6.748
Cl  -9.189  2.533  -5.091
Cl  -6.931  3.008  -6.910
H  -9.071  2.083  -7.393
H  -9.171  3.826  -7.051
F  -2.552  -5.342  -2.351
C  5.013  4.786  5.662
C  5.980  4.386  4.552
C  5.281  3.969  3.258
C  4.382  2.738  3.376
C  5.074  1.473  3.882
C  6.190  0.983  2.964
H  4.379  3.951  5.966
H  5.563  5.117  6.543
H  4.369  5.607  5.340
H  6.636  3.587  4.907
H  6.629  5.238  4.332
H  6.040  3.794  2.490
H  4.677  4.806  2.896
H  3.946  2.534  2.390
H  3.538  2.965  4.035
H  4.322  0.681  3.971
H  5.469  1.631  4.888
H  5.806  0.789  1.959
H  6.617  0.055  3.349
H  6.998  1.710  2.886
F  4.684  -2.225  -2.478
Mg  -4.784  3.970  -6.316

These are the Löwdin partial charges, in e, on atoms 1 to 6: 0.103, -0.207, -0.201, -0.115, -0.239, -0.117

---

2.
A structure of composition C23H46Br12I2N4O3Si, computed with the ωB97M-V functional and the def2-TZVPD basis.

Calculated values
Orbital gap   8.06 eV
HOMO energy   -8.8 eV

Atoms and positions in Å:
C  2.174  -2.877  -0.188
C  1.348  -2.482  1.042
C  1.576  -1.106  1.661
I  3.682  -0.770  1.926
C  0.828  0.099  1.083
O  -0.534  -0.174  1.388
C  -1.166  0.970  1.932
C  -2.670  0.854  1.812
C  -3.354  2.193  2.075
C  -3.261  3.184  0.921
C  -3.980  2.776  -0.364
N  -5.342  3.340  -0.497
C  -6.153  3.239  0.671
N  -6.383  4.202  1.459
N  -6.750  1.997  0.880
C  0.998  0.502  -0.430
C  1.695  1.874  -0.499
C  3.230  1.794  -0.572
O  3.801  2.455  0.541
Si  5.248  3.255  0.403
C  6.098  3.026  2.044
C  4.889  5.070  0.175
C  6.349  2.578  -0.942
N  -0.348  0.495  -1.089
I  -0.688  -1.440  -1.781
C  -0.499  1.411  -2.234
C  -1.797  1.248  -3.007
C  -2.274  2.570  -3.594
O  -1.589  2.809  -4.837
H  1.557  -3.276  -0.988
H  2.874  -3.668  0.076
H  2.771  -2.062  -0.591
H  0.276  -2.610  0.884
H  1.602  -3.189  1.831
H  1.225  -1.173  2.685
H  1.102  0.960  1.694
H  -0.840  1.863  1.390
H  -0.883  1.102  2.983
H  -2.990  0.151  2.579
H  -2.868  0.475  0.809
H  -4.406  2.015  2.298
H  -2.925  2.642  2.971
H  -2.218  3.354  0.652
H  -3.645  4.155  1.229
H  -3.964  1.690  -0.499
H  -3.407  3.195  -1.189
H  -5.807  2.841  -1.248
H  -5.924  5.032  1.099
H  -6.130  1.225  0.675
H  -7.074  1.931  1.836
H  1.644  -0.216  -0.936
H  1.494  2.484  0.380
H  1.389  2.465  -1.349
H  3.565  2.251  -1.508
H  3.557  0.754  -0.622
H  5.342  3.018  2.829
H  6.836  3.800  2.241
H  6.571  2.046  2.074
H  5.799  5.656  0.073
H  4.328  5.395  1.051
H  4.231  5.224  -0.680
H  6.152  3.068  -1.896
H  7.376  2.837  -0.684
H  6.285  1.500  -1.070
H  0.354  1.357  -2.921
H  -0.496  2.423  -1.829
H  -1.674  0.599  -3.870
H  -2.590  0.864  -2.366
H  -2.045  3.407  -2.933
H  -3.334  2.521  -3.834
H  -1.052  3.596  -4.757
C  -0.774  -6.295  -1.136
Br  0.956  -7.114  -1.144
Br  -0.762  -4.638  -2.120
Br  -2.143  -7.476  -1.771
H  -1.014  -6.039  -0.112
C  -3.271  -3.083  1.775
Br  -2.317  -3.839  3.262
Br  -2.429  -3.533  0.109
Br  -5.137  -3.547  1.805
H  -3.209  -2.015  1.874
C  -5.034  -10.758  -1.683
Br  -4.336  -12.383  -2.431
Br  -6.828  -10.418  -2.278
Br  -4.911  -10.751  0.233
H  -4.418  -9.949  -2.047
C  7.660  -2.664  1.523
Br  7.760  -0.828  2.085
Br  6.262  -2.916  0.237
Br  9.353  -3.302  0.880
H  7.405  -3.249  2.394

These are the Löwdin partial charges, in e, on atoms 1 to 6: -0.177, -0.323, -0.628, 0.978, -0.347, -0.159

---

> Among the records above, which one has the lowest orbital gap?

C23H46BeCl2F2MgNNaO3